C48H66N10O3P3S2Sr | ωB97M-V/def2-TZVPD

Last column: Mulliken charge in e.
Atoms and positions in Å:
1 Sr 0.42427 -0.88476 -0.14817  0.984
2 S -3.91171 -2.82793 1.01286  -0.466
3 C -3.70670 -1.48318 2.06751  -0.011
4 C -4.43229 -1.44778 3.29843  -0.925
5 C -4.19585 -0.48190 4.23682  -0.414
6 C -3.25070 0.51734 3.95664  -0.939
7 C -2.62338 0.44533 2.73374  -0.396
8 N -2.78830 -0.51730 1.81541  0.652
9 H -5.14959 -2.23797 3.47407  0.439
10 H -4.72919 -0.49185 5.18158  0.407
11 H -3.02593 1.31794 4.64887  0.507
12 H -1.90053 1.21758 2.46773  0.588
13 C 2.26178 1.61707 -2.44655  -0.596
14 N 1.95586 0.19588 -2.35002  0.749
15 C 2.59448 -0.58196 -3.13720  -0.852
16 C 2.17271 -1.93361 -3.35543  0.471
17 C 2.80127 -2.93377 -4.10956  -1.257
18 C 1.94164 -4.04143 -4.04580  -0.905
19 C 0.85539 -3.62716 -3.26006  -1.125
20 N 0.98822 -2.35681 -2.83449  0.608
21 C 1.67255 2.21531 -3.71089  0.717
22 C 2.33558 3.21768 -4.40946  -0.663
23 C 1.79333 3.74725 -5.57469  -0.676
24 C 0.57936 3.27429 -6.05087  -0.639
25 C -0.09199 2.27684 -5.35323  -0.570
26 C 0.45138 1.74993 -4.19279  0.728
27 H 3.34543 1.80712 -2.44238  0.710
28 H 1.79366 2.09819 -1.58400  -1.185
29 H 3.44648 -0.21770 -3.73168  0.239
30 H 3.74297 -2.85327 -4.63424  0.496
31 H 2.07822 -5.00820 -4.50908  0.424
32 H -0.02728 -4.20051 -2.99933  0.789
33 H 3.28613 3.58995 -4.03917  0.377
34 H 2.32094 4.52831 -6.10977  0.374
35 H 0.15955 3.67573 -6.96543  0.411
36 H -1.05024 1.91301 -5.70527  0.463
37 H -0.06129 0.97542 -3.63040  0.041
38 C 4.70503 -1.02336 3.26851  -1.153
39 N 3.93197 -1.89854 2.34961  0.093
40 C 3.66597 -3.17546 3.04078  -0.800
41 P 2.57427 -1.06411 1.83547  0.733
42 O 2.95972 0.20010 1.16047  -0.431
43 O 1.98866 -2.23701 0.66176  -0.029
44 P 0.63519 -3.38222 1.03556  1.591
45 O -0.42576 -3.03637 -0.01731  -0.691
46 N 0.15758 -3.73280 2.55720  1.272
47 C -1.19849 -3.25082 2.95395  -0.892
48 C 0.45774 -5.01645 3.21350  -1.282
49 N 1.48422 -4.75883 0.60460  0.094
50 C 0.51166 -5.73305 0.04804  -1.009
51 C 2.60602 -4.62550 -0.35647  -0.929
52 N 1.39902 -1.13557 3.02957  3.203
53 C 1.27778 -1.28694 4.46470  -1.337
54 C 0.20172 -0.79650 2.24059  -5.433
55 H 4.16298 -0.79874 4.19311  0.324
56 H 4.93909 -0.08359 2.77361  0.243
57 H 5.63328 -1.52846 3.53345  0.415
58 H 3.63897 -3.04714 4.12604  0.349
59 H 4.43782 -3.90013 2.78017  0.324
60 H 2.71455 -3.60327 2.75249  0.326
61 H -1.78461 -2.93325 2.08963  -0.523
62 H -1.14926 -2.44254 3.68478  0.213
63 H -1.74219 -4.08263 3.39415  0.453
64 H 1.34755 -5.47251 2.79550  0.458
65 H -0.38696 -5.69404 3.08997  0.424
66 H 0.60875 -4.83446 4.27972  0.302
67 H -0.45627 -5.66202 0.54600  0.356
68 H 0.90353 -6.74178 0.19044  0.325
69 H 0.34260 -5.53990 -1.01225  0.276
70 H 3.39344 -4.00869 0.06458  0.082
71 H 2.29624 -4.20492 -1.31769  0.199
72 H 3.01065 -5.62619 -0.51635  0.443
73 H 2.20404 -1.00409 4.95973  0.308
74 H 1.02982 -2.31839 4.73064  0.086
75 H 0.48660 -0.62124 4.80878  0.286
76 H 0.73298 0.00667 1.58370  2.047
77 H -0.60955 -0.33615 2.78338  0.632
78 H -0.26931 -1.65990 1.55191  -0.143
79 N -1.09043 0.40087 -1.46211  -0.650
80 P -2.43851 0.87926 -1.96606  -0.087
81 C -2.38769 2.66114 -2.51542  0.340
82 C -3.39594 3.34198 -3.19694  -0.389
83 C -3.23924 4.67225 -3.55874  -0.731
84 C -2.07053 5.35096 -3.23220  -0.726
85 C -1.06854 4.69198 -2.53601  -0.357
86 C -1.23339 3.35859 -2.18561  0.660
87 C -3.02267 -0.07909 -3.42561  0.594
88 C -4.18769 0.15542 -4.15801  -0.448
89 C -4.49080 -0.61461 -5.27102  -0.767
90 C -3.62970 -1.63189 -5.66792  -0.618
91 C -2.48561 -1.89389 -4.92907  -0.452
92 C -2.18991 -1.12536 -3.80974  -0.115
93 C -3.92664 0.98921 -0.88990  0.706
94 C -4.00904 2.04807 0.01568  -0.721
95 C -5.06638 2.14549 0.90203  -0.621
96 C -6.06904 1.17968 0.88931  -0.501
97 C -5.99885 0.12633 -0.00646  -0.625
98 C -4.92888 0.02930 -0.88935  -0.491
99 H -4.31950 2.83813 -3.44942  0.123
100 H -4.02894 5.18197 -4.09845  0.407
101 H -1.94414 6.38819 -3.51955  0.341
102 H -0.15118 5.21283 -2.28530  0.359
103 H -0.46809 2.80152 -1.65330  -0.623
104 H -4.88270 0.92491 -3.84667  0.273
105 H -5.40117 -0.42522 -5.82797  0.376
106 H -3.85728 -2.22257 -6.54782  0.355
107 H -1.81080 -2.68999 -5.22044  0.516
108 H -1.30828 -1.33343 -3.21119  -0.006
109 H -3.21345 2.78602 0.04310  0.391
110 H -5.10915 2.96375 1.61153  0.392
111 H -6.89489 1.24480 1.58811  0.358
112 H -6.75725 -0.64600 -0.00106  0.334
113 H -4.86114 -0.82348 -1.55190  0.521
114 C 4.10578 4.04763 1.80027  -1.296
115 N 2.80616 3.41242 1.94450  0.416
116 C 2.15645 3.13035 0.67321  -1.095
117 C 2.33259 2.94382 3.11040  0.354
118 S 1.05768 1.87124 3.22030  -0.251
119 N 3.01613 3.40976 4.24458  0.136
120 C 2.88110 2.62588 5.46008  -0.706
121 C 2.83812 4.83622 4.51164  -1.089
122 H 4.65598 3.53184 1.01104  0.342
123 H 4.66399 3.98353 2.72798  0.446
124 H 4.00202 5.09716 1.51094  0.331
125 H 1.93697 4.06733 0.15600  0.500
126 H 1.23575 2.58137 0.83809  -0.236
127 H 2.81736 2.52049 0.05774  0.534
128 H 3.11497 1.58351 5.25642  0.015
129 H 1.87114 2.67559 5.88023  0.352
130 H 3.59751 3.01394 6.18648  0.339
131 H 2.80012 5.39997 3.58354  0.367
132 H 3.67048 5.20766 5.11145  0.323
133 H 1.90383 5.01090 5.05881  0.338

Summary:
charge	-1
strongest force on any atom	11.164	eV Å⁻¹
highest occupied orbital energy	-3.875	eV
orbital gap	0.2061	Ha